22
Properties=species:S:1:pos:R:3:forces:R:3 method="wB97M-V/def2-TZVPD" homo_ev=-8.74 gap_ev=7.74 e_above_lowest_kcal_mol=120.7
C 3.19819 -5.81189 3.67868 -0.1852 -0.4363 -2.1777
C 3.24658 -5.82730 2.46368 -0.0407 -0.2068 2.7953
C 3.17377 -5.75367 5.11662 -2.2620 -1.0955 2.5661
C -1.55683 3.56006 -0.94419 -0.1421 -0.3922 0.6225
C -0.13852 2.61761 -2.84848 0.3870 1.1505 2.3726
C -2.39166 3.54766 -3.22687 -2.6382 1.1141 -0.5820
C -1.41243 3.24064 -2.37125 -1.0672 0.7631 -1.6814
Si -0.01703 -3.17665 0.82651 0.4386 -0.4996 -0.1343
H 4.19781 -5.61665 5.46814 -0.3101 0.6788 0.3217
H 2.34970 -5.00307 5.47291 2.0449 -0.8824 -0.4986
H 2.82176 -6.74005 5.72458 0.7493 1.8419 -2.0145
H -1.90275 4.53757 -0.75348 -0.1429 1.4949 -0.1713
H -2.29968 2.99900 -0.43991 -0.8640 -1.1447 0.3328
H -0.67437 3.41809 -0.37435 1.0740 -0.1383 0.3793
H -0.32387 1.54849 -2.83390 1.0068 -0.3438 0.7310
H 0.73076 3.14647 -2.30725 -1.0237 -1.7848 -0.2981
H 0.05571 2.83997 -3.82817 0.1301 0.6332 -2.7447
H 3.34337 -6.03648 1.44845 0.0027 0.0990 -0.9902
H -3.46222 3.95483 -3.02958 2.0397 -0.5576 0.9693
H -2.44284 3.55984 -4.31740 1.2403 -0.7974 0.0711
H -0.55546 -3.57362 -0.55016 -0.0251 0.1481 0.1895
H -1.00960 -2.08707 1.00961 -0.4120 0.3557 -0.0586